A single C2H4N2O2 molecule in a non-equilibrium geometry, computed with wB97M-V/def2-TZVPD.

Atoms and positions in Å:
N -1.02 1.31 0.84
N -0.30 0.40 0.21
C 0.27 0.58 -1.06
O 0.81 -0.29 -1.74
C -0.19 -0.79 0.90
O 0.70 -1.60 0.71
H -1.89 1.59 0.42
H -0.54 2.09 1.23
H 0.11 1.61 -1.50
H -0.96 -0.84 1.70

Output
E_LUMO, eV: 0.58
Spin multiplicity: 1
Total charge: 0
Energy relative to the best compared isomer or geometry (same formula, charge and spin), kcal per mole: 59.9
Total energy, hartree: -338.557765

Formally, the Mulliken partial charges of the atoms, in units of the elementary charge, are as follows: number 1, N, carries -0.7588; number 2, N, carries 0.3835; number 3, C, carries 0.0239; number 4, O, carries -0.4845; number 5, C, carries 0.1453; number 6, O, carries -0.4872; number 7, H, carries 0.2148; number 8, H, carries 0.2257; number 9, H, carries 0.3905; number 10, H, carries 0.3469



3 unconnected molecules or ions with the total composition C4H13NO3S2 in a non-equilibrium geometry, computed with wB97M-V/def2-TZVPD.

Atoms and positions in Å:
C -0.90 -1.30 1.78
N -0.01 -1.13 0.64
C 0.90 -0.21 0.29
O 1.46 -0.33 -0.81
C 1.20 0.78 1.41
C 0.21 1.94 1.36
S 0.26 3.21 0.06
S 0.17 2.45 -1.73
H -0.94 -2.32 2.16
H -1.92 -1.09 1.46
H -0.68 -0.55 2.55
H -0.05 -1.93 0.02
H 1.29 0.15 2.30
H 2.14 1.32 1.30
H -0.84 1.62 1.38
H 0.19 2.48 2.34
H 1.25 1.68 -1.86
O -1.79 -0.88 -1.87
H -2.71 -0.85 -2.16
H -1.25 -1.59 -2.26
O 0.56 -1.49 -2.95
H 0.51 -0.62 -3.36
H 0.97 -1.33 -2.05

Output
E_LUMO, eV: 0.53
Spin multiplicity: 1
Total charge: 0
Energy relative to the best compared isomer or geometry (same formula, charge and spin), kcal per mole: 10.6
Total energy, hartree: -1237.043873

Formally, the Mulliken partial charges of the atoms, in units of the elementary charge, are as follows: number 1, C, carries -0.9467; number 2, N, carries -0.0794; number 3, C, carries 0.7708; number 4, O, carries -0.7754; number 5, C, carries -0.9412; number 6, C, carries -0.6080; number 7, S, carries -0.0545; number 8, S, carries -0.1402; number 9, H, carries 0.3285; number 10, H, carries 0.2915; number 11, H, carries 0.3287; number 12, H, carries 0.2187; number 13, H, carries 0.4613; number 14, H, carries 0.2800; number 15, H, carries 0.3223; number 16, H, carries 0.3805; number 17, H, carries 0.1667; number 18, O, carries -0.5632; number 19, H, carries 0.2477; number 20, H, carries 0.3607; number 21, O, carries -0.7614; number 22, H, carries 0.3054; number 23, H, carries 0.4074



A single C2HClF2S molecule, computed with wB97M-V/def2-TZVPD.

Atoms and positions in Å:
F 0.39 -1.09 1.25
C 0.21 0.08 0.58
F 1.36 0.75 0.63
Cl -1.06 1.01 1.41
C -0.23 -0.22 -0.83
S 0.43 0.38 -2.15
H -1.10 -0.90 -0.89

Output
E_LUMO, eV: -1.14
Spin multiplicity: 1
Total charge: 0
Energy relative to the best compared isomer or geometry (same formula, charge and spin), kcal per mole: 0.0
Total energy, hartree: -1134.894398

Formally, the Mulliken partial charges of the atoms, in units of the elementary charge, are as follows: number 1, F, carries -0.2050; number 2, C, carries 0.7909; number 3, F, carries -0.1952; number 4, Cl, carries -0.1302; number 5, C, carries -0.4210; number 6, S, carries -0.1425; number 7, H, carries 0.3029



A molecular structure, C11H10ClMgO2S2 in a non-equilibrium geometry, computed with wB97M-V/def2-TZVPD.

Atoms and positions in Å:
Mg 0.25 0.86 -1.01
C -2.63 -1.08 -3.84
C -2.04 -0.27 -2.71
S -0.64 0.65 -3.22
C -2.57 -0.30 -1.47
C -3.85 -1.04 -1.17
S -1.92 0.47 -0.04
H -1.95 -1.00 -4.69
H -3.60 -0.70 -4.15
H -2.72 -2.13 -3.57
H -4.27 -1.53 -2.05
H -4.59 -0.34 -0.78
H -3.68 -1.78 -0.39
Cl 4.02 -0.11 4.97
C 3.16 0.45 3.56
C 2.70 1.77 3.53
C 2.06 2.23 2.41
C 1.83 1.42 1.26
O 1.26 1.88 0.23
C 2.30 0.06 1.35
C 2.09 -0.86 0.29
O 1.55 -0.64 -0.81
C 2.96 -0.39 2.51
H 2.85 2.41 4.39
H 1.68 3.25 2.38
H 2.45 -1.89 0.47
H 3.32 -1.41 2.55

Output
E_LUMO, eV: 2.29
Spin multiplicity: 1
Total charge: -1
Energy relative to the best compared isomer or geometry (same formula, charge and spin), kcal per mole: 5.2
Total energy, hartree: -2032.504570

Formally, the Mulliken partial charges of the atoms, in units of the elementary charge, are as follows: number 1, Mg, carries 0.6515; number 2, C, carries -1.5974; number 3, C, carries 0.5922; number 4, S, carries -0.6561; number 5, C, carries 0.5335; number 6, C, carries -1.3495; number 7, S, carries -0.6319; number 8, H, carries 0.3810; number 9, H, carries 0.3155; number 10, H, carries 0.3152; number 11, H, carries 0.3443; number 12, H, carries 0.2877; number 13, H, carries 0.2481; number 14, Cl, carries -0.2610; number 15, C, carries 0.3128; number 16, C, carries -0.5180; number 17, C, carries -0.6396; number 18, C, carries 0.6556; number 19, O, carries -0.6954; number 20, C, carries 0.7532; number 21, C, carries 0.0930; number 22, O, carries -0.7150; number 23, C, carries -0.8442; number 24, H, carries 0.3863; number 25, H, carries 0.3940; number 26, H, carries 0.2963; number 27, H, carries 0.3482